(1)
ORCA calculation (wB97M-V/def2-TZVPD) on a molecular structure, C5H10O3Yb in a non-equilibrium geometry.

Element x y z (Å)
O  2.33731  1.05402  -0.53469
C  2.74322  0.14169  0.41581
C  1.81448  -1.07050  0.15444
O  0.47736  -0.85136  0.57949
C  -0.61755  -1.32816  -0.31143
C  -1.85588  -0.55752  -0.09990
O  -1.46992  0.86625  -0.24349
C  -2.51424  1.72068  -0.63185
Yb  0.09787  1.27581  1.21373
H  3.21822  0.93119  1.07314
H  3.31800  -0.42666  1.19593
H  2.17442  -1.92161  0.75675
H  1.81563  -1.38984  -0.90050
H  -0.77916  -2.39301  -0.08534
H  -0.21458  -1.23951  -1.33291
H  -2.18116  -0.66456  0.95662
H  -2.11914  2.74408  -0.69703
H  -2.90861  1.40933  -1.61147
H  -3.33628  1.69969  0.10268

## Properties
Relative energy (zero: lowest compared OMol25 entry of this formula, charge and spin), eV: 0.000
Molar mass, g mol⁻¹: 291.17
Net charge: -1
<S²>: 0.75
Frontier orbital gap (spin up / spin down), eV: 4.5 / 6.0
Spin multiplicity: 2
HOMO level (spin up / spin down), eV: -1.16 / -2.81
DFT total energy, Eh: -1580.62238

(2)
ORCA calculation (wB97M-V/def2-TZVPD) on C4H8O2 in the gas phase in a non-equilibrium geometry.

Element x y z (Å)
C  -1.59333  0.14548  1.10158
O  -1.06765  -0.28541  -0.11808
C  -0.03848  0.48621  -0.58996
C  1.31957  0.47052  -0.00452
C  1.10739  -0.42026  -1.17068
O  1.08191  -1.80073  -0.96718
H  -2.03928  1.14527  1.02105
H  -0.80476  0.16642  1.86382
H  -2.35610  -0.58334  1.37075
H  -0.33919  1.40680  -1.12338
H  1.35522  -0.04334  0.95318
H  1.95264  1.33865  -0.08438
H  0.79996  -0.07922  -2.12631
H  0.62210  -1.94703  -0.12589

## Properties
SMILES: CO[C@H]1C[C@H]1O
Relative energy (zero: lowest compared OMol25 entry of this formula, charge and spin), eV: 3.642
Molar mass, g mol⁻¹: 88.11
Net charge: 0
Frontier orbital gap, eV: 9.8
Spin multiplicity: 1
HOMO level, eV: -8.82
DFT total energy, Eh: -307.57858

(3)
ORCA calculation (wB97M-V/def2-TZVPD) on a molecular structure, C51H43MnN5O3S.

Element x y z (Å)
Mn  -0.16404  -0.02464  0.03241
O  -0.61929  -0.03902  1.68306
C  -1.45990  0.71829  2.57147
C  -2.08919  1.85255  1.75627
C  -1.07663  2.66859  1.01549
C  -0.99042  4.02116  1.30099
C  -0.07422  4.81443  0.63654
C  0.75212  4.20590  -0.28528
C  0.64502  2.84413  -0.51415
C  1.67729  2.18075  -1.36975
C  2.45358  1.16881  -0.51356
O  1.55778  0.09224  -0.14736
C  2.96443  1.89900  0.72130
C  2.38224  1.75760  1.96863
C  2.80534  2.55246  3.02843
C  3.81667  3.48042  2.84779
C  4.42190  3.60617  1.60211
C  3.99855  2.81890  0.54576
C  3.61455  0.50168  -1.23602
C  3.96582  0.78661  -2.54967
C  5.05103  0.14983  -3.14200
C  5.79215  -0.77336  -2.42274
C  5.45262  -1.05152  -1.10395
C  4.37706  -0.41175  -0.51288
N  -0.27761  2.07720  0.10081
C  -0.61242  1.19725  3.75173
C  -0.98219  2.32952  4.47501
C  -0.31165  2.67648  5.63872
C  0.72691  1.88676  6.10800
C  1.09179  0.75175  5.39897
C  0.42692  0.41165  4.23167
C  -2.50539  -0.23421  3.14362
C  -2.19441  -1.57916  3.31728
C  -3.12521  -2.44950  3.86256
C  -4.37381  -1.98418  4.25078
C  -4.68239  -0.64116  4.09433
C  -3.75211  0.23106  3.54451
H  -2.80990  1.42937  1.05995
H  -2.65267  2.51937  2.40008
H  -1.64812  4.43646  2.05057
H  0.00766  5.87125  0.85032
H  1.51603  4.76220  -0.80881
H  1.22761  1.70020  -2.23284
H  2.36145  2.94084  -1.74124
H  1.59753  1.03184  2.12233
H  2.33607  2.44113  3.99696
H  4.14408  4.09649  3.67456
H  5.22631  4.31472  1.45595
H  4.48304  2.91458  -0.41973
H  3.40902  1.51427  -3.12780
H  5.32346  0.38865  -4.16150
H  6.64281  -1.26058  -2.88002
H  6.04278  -1.75327  -0.52857
H  4.13280  -0.60524  0.52557
H  -1.81532  2.94274  4.16181
H  -0.61304  3.55868  6.18765
H  1.24306  2.15050  7.02110
H  1.90098  0.12780  5.75671
H  0.72213  -0.47950  3.69193
H  -1.22593  -1.94964  3.00899
H  -2.87419  -3.49428  3.99208
H  -5.09860  -2.66219  4.68052
H  -5.64772  -0.26537  4.40623
H  -4.02038  1.27487  3.43649
N  -1.16522  -0.37046  -4.00081
C  0.19100  -0.45584  -4.22914
C  0.78722  -0.39577  -3.01046
N  -0.18457  -0.25839  -2.04574
C  -1.34424  -0.26981  -2.67750
C  -2.49063  -0.33778  -1.81512
N  -2.21984  -0.33992  -0.52123
C  -3.40486  -0.64948  0.10728
C  -4.38350  -0.79640  -0.82359
N  -3.78618  -0.59265  -2.04459
H  -1.88038  -0.39475  -4.71007
H  0.59757  -0.56703  -5.21834
H  1.83072  -0.47734  -2.76171
H  -3.48381  -0.77119  1.17172
H  -5.42788  -1.03353  -0.72830
H  -4.24106  -0.67139  -2.93971
O  0.03003  -1.98954  0.11850
S  1.25095  -2.75666  -0.43642
C  0.60183  -4.40025  -0.61471
C  -0.21330  -4.95253  0.36515
C  -0.67043  -6.24572  0.19091
C  -0.30607  -6.97051  -0.94060
C  0.50777  -6.40600  -1.90917
C  0.96522  -5.10368  -1.75211
C  2.33321  -2.97232  0.95273
C  1.95252  -2.51492  2.19957
C  2.82419  -2.68546  3.26616
C  4.04599  -3.31288  3.06896
C  4.40863  -3.77110  1.80710
C  3.55282  -3.59552  0.73127
H  -0.48600  -4.37415  1.23877
H  -1.30768  -6.69856  0.93832
H  -0.66263  -7.98433  -1.06368
H  0.78491  -6.97258  -2.78741
H  1.59394  -4.64345  -2.50479
H  0.99264  -2.02582  2.31174
H  2.54854  -2.33450  4.25200
H  4.72180  -3.44836  3.90243
H  5.36095  -4.26277  1.66172
H  3.83388  -3.93401  -0.25894

## Properties
Relative energy (zero: lowest compared OMol25 entry of this formula, charge and spin), eV: 0.000
Molar mass, g mol⁻¹: 860.94
Net charge: +2
<S²>: 0.79
Frontier orbital gap (spin up / spin down), eV: 6.0 / 7.0
Spin multiplicity: 2
HOMO level (spin up / spin down), eV: -13.16 / -13.17
DFT total energy, Eh: -4017.49300

(4)
ORCA calculation (wB97M-V/def2-TZVPD) on a molecular structure, C20H27CoN3OP.

Element x y z (Å)
Co  0.67736  -0.28348  0.00385
C  -1.60076  3.13079  -0.11650
C  -1.02328  1.77280  -0.25694
N  0.14385  1.43725  0.17800
N  0.99802  2.26853  0.83604
C  1.99465  1.55003  1.30302
O  2.07398  0.25501  1.04084
C  3.06344  2.16300  2.07778
C  3.01865  3.52938  2.37340
C  4.04213  4.10320  3.10246
C  5.10632  3.32227  3.53998
C  5.15193  1.96367  3.25198
C  4.13285  1.38022  2.52175
C  -1.75909  0.62516  -0.83194
C  -3.05212  0.70065  -1.29911
C  -3.69263  -0.47099  -1.69957
C  -3.02306  -1.67438  -1.59881
C  -1.71475  -1.67486  -1.13424
N  -1.08664  -0.55569  -0.78033
H  -0.86865  3.80927  0.30992
H  -2.47720  3.09749  0.53491
H  -1.92613  3.50456  -1.08941
H  2.18268  4.12574  2.03578
H  4.01224  5.15811  3.33715
H  5.90340  3.77587  4.11381
H  5.97880  1.36233  3.60345
H  4.15328  0.32120  2.30517
H  -3.56396  1.65216  -1.33048
H  -4.70976  -0.43599  -2.06613
H  -3.49215  -2.60861  -1.87213
H  -1.16053  -2.59964  -1.04524
C  4.05273  1.52527  -2.81212
C  3.06103  1.46230  -1.64406
P  1.93439  0.04975  -1.74116
C  2.80709  -1.50906  -1.43134
C  1.84538  -2.44191  -0.67787
C  1.17226  0.05368  -3.38145
C  0.48001  -1.22423  -3.84626
H  4.80311  2.27973  -2.58203
H  3.57471  1.81590  -3.74571
H  4.57675  0.58018  -2.96174
H  2.46451  2.37486  -1.57561
H  3.59275  1.35746  -0.69720
H  3.67255  -1.26845  -0.81190
H  3.16344  -1.97063  -2.35331
H  1.47415  -2.01813  0.28790
H  2.35979  -3.33284  -0.31754
H  1.01569  -2.77268  -1.29882
H  2.02473  0.26808  -4.03488
H  0.51705  0.92645  -3.44198
H  1.09032  -2.10946  -3.66497
H  0.31094  -1.17031  -4.92014
H  -0.48886  -1.35956  -3.37098

## Properties
Relative energy (zero: lowest compared OMol25 entry of this formula, charge and spin), eV: 0.000
Molar mass, g mol⁻¹: 415.36
Net charge: +2
Frontier orbital gap, eV: 6.2
Spin multiplicity: 1
HOMO level, eV: -14.27
DFT total energy, Eh: -2741.39744

(5)
ORCA calculation (wB97M-V/def2-TZVPD) on C3H4N2O in the gas phase in a non-equilibrium geometry.

Element x y z (Å)
H  -2.31555  1.10381  1.78425
N  -1.92727  0.17766  1.99338
C  -1.22955  -0.18997  0.97880
O  -1.07002  0.62268  -0.09164
N  -0.48351  -0.09114  -1.15726
C  0.69173  -0.05617  -1.15397
C  1.98391  -0.10385  -1.09820
H  -0.70735  -1.15622  0.92193
H  2.46616  -0.71590  -0.34563
H  2.59145  0.40912  -1.83166

## Properties
SMILES: [H]/N=C\ON=C=C
Relative energy (zero: lowest compared OMol25 entry of this formula, charge and spin), eV: 4.466
Molar mass, g mol⁻¹: 84.08
Net charge: 0
Frontier orbital gap, eV: 10.5
Spin multiplicity: 1
HOMO level, eV: -9.88
DFT total energy, Eh: -301.32312